{"formula": "C5H9N2S", "method": "ωB97M-V/def2-TZVPD", "relative_energy_kj_mol": 214.0, "homo_lumo_gap_ev": [8.056, 5.435], "s_squared": 2.038, "total_charge": 1, "spin_multiplicity": 3, "lumo_energy_ev": [-3.35, -7.81], "elements": ["S", "N", "N", "C", "C", "C", "C", "C", "H", "H", "H", "H", "H", "H", "H", "H", "H"], "coordinates": [[2.330, 1.832, -0.049], [3.018, -1.853, 0.129], [2.183, 0.190, 0.217], [-0.494, 1.549, -0.042], [0.662, 2.246, -0.206], [-2.235, -0.140, 0.120], [-0.859, 0.321, 0.444], [3.216, -0.612, 0.483], [1.272, -0.228, -0.043], [2.136, -2.202, -0.354], [-2.692, 0.281, -0.761], [-2.327, -1.278, 0.226], [3.740, -2.480, 0.489], [-2.956, 0.482, 0.806], [0.507, 3.276, -0.720], [-1.323, 1.897, -0.690], [-0.323, -0.303, 1.158]], "mulliken_charge": [0.1240, -0.2454, -0.1260, -0.0534, -0.4624, -1.2608, 0.0270, 0.1490, 0.2677, 0.2548, 0.3806, 0.3013, 0.3017, 0.3099, 0.2992, 0.1577, 0.5750]}

***

{"formula": "C5H9N2Si", "method": "ωB97M-V/def2-TZVPD", "relative_energy_kj_mol": 233.8, "homo_lumo_gap_ev": 5.480, "total_charge": 1, "spin_multiplicity": 1, "lumo_energy_ev": -6.68, "elements": ["Si", "N", "N", "C", "C", "C", "C", "C", "H", "H", "H", "H", "H", "H", "H", "H", "H"], "coordinates": [[3.681, -0.239, 0.336], [0.834, 0.627, -0.365], [-3.083, -0.367, 0.482], [-1.828, -0.084, 0.051], [-0.864, -1.123, -0.297], [0.434, -0.727, -0.454], [-1.416, 1.204, 0.006], [-0.090, 1.518, -0.205], [1.152, -1.504, -0.505], [-1.993, 2.101, -0.070], [-1.378, -2.085, -0.101], [-3.785, 0.322, 0.369], [4.071, 1.145, 0.399], [-3.356, -1.297, 0.481], [3.079, -0.792, -0.881], [4.351, -1.228, 1.072], [0.190, 2.531, -0.318]], "mulliken_charge": [0.7625, -0.3462, -0.4360, 0.9233, -0.6767, -0.1752, -0.3900, -0.4482, 0.2870, 0.2985, 0.2747, 0.2284, 0.0510, 0.1852, 0.0323, 0.0166, 0.4127]}

***

{"formula": "C5H9N3", "method": "ωB97M-V/def2-TZVPD", "relative_energy_kj_mol": 917.7, "homo_lumo_gap_ev": 8.919, "total_charge": 0, "smiles": "N/C=C\\C=N\\N1CC1", "spin_multiplicity": 1, "lumo_energy_ev": 0.61, "elements": ["N", "N", "N", "C", "C", "C", "C", "C", "H", "H", "H", "H", "H", "H", "H", "H", "H"], "coordinates": [[0.221, -0.623, -0.721], [0.530, 0.257, -1.862], [-2.107, 1.379, 3.031], [-0.773, -0.360, 1.607], [2.096, -0.311, -1.922], [-0.657, -0.050, 0.043], [-1.284, 0.190, 2.720], [1.147, -0.658, -3.140], [0.970, 0.099, -3.935], [-1.861, 1.571, 4.063], [-0.791, -0.620, 3.575], [-2.212, 2.055, 1.975], [0.735, -1.793, -3.490], [-1.307, 0.914, -0.489], [-0.234, -1.312, 2.090], [3.128, 0.222, -2.389], [2.400, -0.961, -1.157]], "mulliken_charge": [-0.3030, -0.2928, -0.5506, -0.2596, -0.3667, 0.0030, 0.0355, -0.2843, 0.2472, 0.2737, 0.1610, 0.3061, 0.2128, 0.2196, 0.0799, 0.2014, 0.3168]}

***

{"formula": "C5H9N3", "method": "ωB97M-V/def2-TZVPD", "relative_energy_kj_mol": 410.9, "homo_lumo_gap_ev": [7.489, 7.488], "total_charge": 0, "spin_multiplicity": 1, "lumo_energy_ev": [0.94, 0.94], "elements": ["N", "N", "N", "C", "C", "C", "C", "C", "H", "H", "H", "H", "H", "H", "H", "H", "H"], "coordinates": [[0.474, -1.518, -0.779], [-0.031, 2.017, -0.562], [-2.632, 0.095, 0.094], [-0.708, -1.516, 0.257], [0.845, -0.354, -0.161], [-0.233, 0.657, -0.235], [-1.298, -0.137, 0.013], [2.160, -0.150, 0.516], [2.963, -0.143, -0.230], [1.104, -2.293, -0.578], [2.371, -0.967, 1.211], [2.180, 0.798, 1.049], [-0.645, 2.653, -0.072], [-0.289, -1.581, 1.271], [-0.030, 2.224, -1.555], [-3.009, 0.940, -0.308], [-3.222, -0.723, 0.069]], "mulliken_charge": [-0.4530, -0.5879, -0.4798, -1.1179, 1.0650, -0.3512, 0.6877, -1.1880, 0.3112, 0.3190, 0.3359, 0.3309, 0.2371, 0.1955, 0.2113, 0.2269, 0.2575]}

***

{"formula": "C5H9N3", "method": "ωB97M-V/def2-TZVPD", "relative_energy_kj_mol": 707.8, "homo_lumo_gap_ev": 8.013, "total_charge": 0, "spin_multiplicity": 1, "lumo_energy_ev": -0.23, "elements": ["N", "N", "N", "C", "C", "C", "C", "C", "H", "H", "H", "H", "H", "H", "H", "H", "H"], "coordinates": [[-0.475, -0.523, -0.469], [-1.021, -1.405, 0.434], [2.075, 2.971, 0.819], [-0.869, -2.867, 0.064], [0.128, 0.524, 0.074], [0.895, 1.377, -0.651], [-2.169, -2.318, 0.008], [1.949, 2.346, -0.513], [-0.202, 0.464, 1.268], [1.214, 2.693, 1.390], [-2.585, -2.097, -0.908], [1.296, 4.033, 0.733], [-2.598, -2.436, 1.076], [0.976, 1.055, -1.643], [-0.484, -3.566, 0.803], [2.323, 2.804, -1.501], [-0.454, -3.057, -0.983]], "mulliken_charge": [-0.4498, -0.0913, -0.6453, -0.4320, -0.1847, -0.1109, -0.4605, -0.1619, 0.2588, 0.2305, 0.3946, 0.3096, 0.2482, 0.3116, 0.2322, 0.2716, 0.2793]}

***

{"formula": "C5H9N3", "method": "ωB97M-V/def2-TZVPD", "relative_energy_kj_mol": 948.9, "homo_lumo_gap_ev": 8.208, "total_charge": 0, "spin_multiplicity": 1, "lumo_energy_ev": 0.16, "elements": ["N", "N", "N", "C", "C", "C", "C", "C", "H", "H", "H", "H", "H", "H", "H", "H", "H"], "coordinates": [[-1.139, -1.617, 0.045], [0.341, -1.378, 0.044], [2.108, 0.094, -0.830], [-1.372, 1.961, -0.076], [1.518, 0.754, 0.526], [-1.711, -0.573, -0.274], [-0.901, 0.628, -0.097], [0.337, -0.051, 0.555], [2.674, 1.127, -1.410], [2.534, -1.153, -0.554], [1.122, 1.898, 0.591], [-2.784, -0.557, -0.718], [1.034, -2.149, 0.506], [-0.885, 2.691, 0.250], [-2.546, 1.924, -0.440], [2.392, 0.697, 1.503], [0.069, -0.473, 1.652]], "mulliken_charge": [-0.6576, -0.3216, -0.6164, -1.0521, -0.4379, -0.0931, 0.1301, 0.6822, 0.2684, 0.2682, 0.2413, 0.2958, 0.2796, 0.4987, 0.1305, 0.1659, 0.2180]}

***

{"formula": "C5H9N3", "method": "ωB97M-V/def2-TZVPD", "relative_energy_kj_mol": 275.4, "homo_lumo_gap_ev": 9.190, "total_charge": 0, "smiles": "[H]/N=C1/CCNNC1=C", "spin_multiplicity": 1, "lumo_energy_ev": 0.90, "elements": ["N", "N", "N", "C", "C", "C", "C", "C", "H", "H", "H", "H", "H", "H", "H", "H", "H"], "coordinates": [[-1.232, -0.813, 0.285], [0.140, 2.251, -0.445], [-0.700, -1.011, -1.024], [-0.606, 0.303, 0.849], [-0.884, 0.812, 2.047], [0.774, -1.263, -1.013], [1.351, 0.125, -0.902], [0.124, 1.008, -0.229], [1.032, -1.728, -1.962], [2.279, 0.198, -0.336], [1.067, -1.914, -0.167], [-1.268, -1.622, 0.892], [-1.223, -1.773, -1.447], [-0.356, 2.802, 0.259], [-1.507, 0.296, 2.760], [-0.498, 1.777, 2.326], [1.508, 0.551, -1.892]], "mulliken_charge": [-0.2677, -0.6790, -0.3940, 0.4566, -1.1014, -0.5331, -0.5769, 0.4825, 0.3541, 0.3354, 0.2570, 0.2757, 0.2795, 0.2722, 0.2789, 0.2620, 0.2982]}

***

{"formula": "C5H9N3", "method": "ωB97M-V/def2-TZVPD", "relative_energy_kj_mol": 555.3, "homo_lumo_gap_ev": [7.249, 7.372], "total_charge": 0, "spin_multiplicity": 1, "lumo_energy_ev": [0.17, 0.53], "elements": ["N", "N", "N", "C", "C", "C", "C", "C", "H", "H", "H", "H", "H", "H", "H", "H", "H"], "coordinates": [[-0.885, -1.488, 0.084], [0.291, -0.914, 0.053], [-3.447, 1.094, -0.002], [3.113, -0.052, -0.230], [-2.135, -0.884, -0.049], [1.965, 0.857, 0.221], [0.730, 0.131, 0.551], [-2.286, 0.459, -0.157], [1.716, 1.566, -0.577], [-4.288, 0.668, 0.385], [3.345, -0.772, 0.552], [4.003, 0.540, -0.432], [-2.892, -1.637, -0.274], [-3.494, 2.085, -0.169], [2.278, 1.440, 1.092], [2.838, -0.596, -1.130], [-0.852, -2.497, 0.082]], "mulliken_charge": [-0.0383, -0.2540, -0.3341, -1.1280, 0.0615, -0.0051, -0.2691, -0.5279, 0.2470, 0.1921, 0.2972, 0.3530, 0.3152, 0.2312, 0.2630, 0.3066, 0.2894]}

***

{"formula": "C5H9N3", "method": "ωB97M-V/def2-TZVPD", "relative_energy_kj_mol": 885.6, "homo_lumo_gap_ev": 8.569, "total_charge": 0, "smiles": "N[C@]12CN=CN[C@@H]1C2", "spin_multiplicity": 1, "lumo_energy_ev": 0.62, "elements": ["N", "N", "N", "C", "C", "C", "C", "C", "H", "H", "H", "H", "H", "H", "H", "H", "H"], "coordinates": [[0.440, -0.516, 1.516], [-1.751, 0.815, 0.119], [-0.875, -1.355, -0.462], [0.487, 0.510, 0.347], [-1.859, -0.479, -0.058], [-0.238, 1.461, -0.085], [0.140, -0.476, -0.892], [1.646, -0.108, -0.608], [2.153, 0.491, -1.353], [0.201, 1.680, -1.305], [-0.341, 2.492, 0.444], [1.482, -0.508, 1.992], [-0.274, -2.093, 0.357], [2.043, -1.069, -0.048], [-2.806, -0.788, -0.058], [-0.414, 0.066, 2.022], [-0.034, -0.126, -1.930]], "mulliken_charge": [-0.6586, -0.6216, -0.4546, 0.1641, -0.1561, -0.2673, -0.3497, -0.8258, 0.3082, 0.1873, 0.3240, 0.2784, 0.4694, 0.2480, 0.5877, 0.3148, 0.4519]}

***

{"formula": "C5H9N3", "method": "ωB97M-V/def2-TZVPD", "relative_energy_kj_mol": 327.3, "homo_lumo_gap_ev": 9.892, "total_charge": 2, "smiles": "C[NH+]=C=CN(C)C#[NH+]", "spin_multiplicity": 1, "lumo_energy_ev": -9.26, "elements": ["N", "N", "N", "C", "C", "C", "C", "C", "H", "H", "H", "H", "H", "H", "H", "H", "H"], "coordinates": [[-2.740, -0.227, -1.236], [1.097, 1.763, -0.266], [-1.197, -0.936, 0.460], [-0.979, -2.325, 0.812], [-0.207, -0.026, 0.916], [2.429, 1.618, -0.798], [0.312, 0.905, 0.181], [-2.015, -0.603, -0.426], [0.267, 0.016, 1.912], [0.130, -2.488, 0.807], [-1.721, -2.918, 0.289], [-0.998, -2.400, 1.974], [0.680, 2.847, -0.200], [2.617, 0.540, -1.011], [2.668, 2.126, -1.725], [3.188, 1.776, -0.087], [-3.530, 0.334, -1.602]], "mulliken_charge": [-0.0162, -0.1299, -0.0314, -0.8832, -0.0741, -0.7444, 0.0650, 0.4353, 0.4057, 0.3473, 0.3892, 0.3687, 0.4460, 0.3135, 0.3393, 0.3800, 0.3895]}

***

{"formula": "C5H9N3", "method": "ωB97M-V/def2-TZVPD", "relative_energy_kj_mol": 263.7, "homo_lumo_gap_ev": [7.085, 7.086], "total_charge": 2, "smiles": "C#[N+]C1=[NH+]CCN1C", "spin_multiplicity": 1, "lumo_energy_ev": [-11.12, -11.11], "elements": ["N", "N", "N", "C", "C", "C", "C", "C", "H", "H", "H", "H", "H", "H", "H", "H", "H"], "coordinates": [[0.192, 1.745, -0.195], [2.042, 0.232, 0.143], [-0.221, -0.466, 0.136], [-0.067, -1.834, 0.074], [2.956, -0.509, 0.172], [0.755, 0.559, 0.036], [-1.241, 1.631, -0.224], [-1.529, 0.151, 0.087], [-1.887, -0.266, 1.044], [-1.646, 1.841, -1.268], [-2.214, -0.361, -0.710], [-0.895, -2.280, -0.395], [3.958, -0.994, 0.290], [0.733, 2.612, -0.310], [0.945, -2.144, -0.390], [-1.675, 2.397, 0.460], [-0.204, -2.315, 1.052]], "mulliken_charge": [-0.0688, 0.0847, 0.0995, -0.8075, 0.3143, 0.2875, -0.4838, -0.5046, 0.3905, 0.3301, 0.3295, 0.3360, 0.4508, 0.2535, 0.2833, 0.3504, 0.3546]}

***

{"formula": "C5H9N3O", "method": "ωB97M-V/def2-TZVPD", "relative_energy_kj_mol": 383.8, "homo_lumo_gap_ev": 7.777, "total_charge": 0, "spin_multiplicity": 1, "lumo_energy_ev": 0.32, "elements": ["O", "N", "N", "N", "C", "C", "C", "C", "C", "H", "H", "H", "H", "H", "H", "H", "H", "H"], "coordinates": [[-0.120, -1.918, -0.430], [-1.166, 0.153, -0.760], [-3.041, -0.325, 0.875], [2.318, -0.781, 0.276], [0.038, -0.716, -0.364], [-0.787, 0.317, 1.608], [1.376, -0.052, -0.417], [1.608, 1.117, -1.039], [-1.864, 0.105, 0.755], [-0.069, 1.096, 1.399], [-3.460, -0.770, 0.067], [-0.954, 1.108, -1.033], [2.603, 1.537, -1.079], [3.285, -0.606, 0.056], [-1.738, -0.322, -1.454], [0.837, 1.682, -1.537], [2.079, -1.752, 0.418], [-0.943, 0.128, 2.661]], "mulliken_charge": [-0.6036, -0.2381, -0.7547, -0.4785, 0.2509, -0.9677, 0.8380, -1.1420, 0.7068, 0.2815, 0.2092, 0.2632, 0.2623, 0.2363, 0.3415, 0.1937, 0.2340, 0.3672]}